A molecular structure, C25H43Cl2CsGeN4O9P2S2Sb2Se in a non-equilibrium geometry. Source: the Open Molecules 2025 dataset; level of theory: wB97M-V/def2-TZVPD.

Computed properties:
Largest force on an atom ... 0.074 hartree/bohr
E_LUMO ... 2.184 eV
Relative energy (zero: lowest compared OMol25 entry of this formula, charge and spin) ... 4.504 eV
HOMO level ... 0.4 eV
E ... -9253.228674 Eh

```
! wB97M-V def2-TZVPD RIJCOSX def2/J DEFGRID3
* xyz -2 1
Cs 11.7233 4.1580 9.9677
N 9.9312 13.9899 10.5701
C 8.8420 13.2038 10.3627
N 8.7703 12.0610 11.0515
C 7.8148 11.2136 10.4823
C 7.2500 11.7066 9.3332
S 7.6880 13.2905 9.0228
C 7.3618 9.9573 11.0494
C 6.1616 9.3947 10.7565
S 5.8958 7.9075 11.5856
C 7.5480 8.2142 12.4139
N 8.1796 9.2409 11.9174
N 7.8983 7.3995 13.4109
H 10.5650 13.6666 11.3005
H 10.1009 14.8109 10.0126
H 6.7663 11.2023 8.5345
H 5.3494 9.9501 10.3322
H 7.2672 6.6848 13.7450
H 8.8605 7.5296 13.8200
O 10.6162 5.5319 15.5814
P 11.3092 6.8733 14.8752
O 10.1970 7.7994 14.5156
O 12.4064 7.4946 15.7166
O 12.0108 6.5178 13.4631
P 13.4618 5.9154 13.2598
O 13.3458 4.7453 14.3479
O 13.7161 5.5458 11.8040
O 14.4719 6.9855 13.7811
H 11.1976 4.8436 15.9382
H 13.2302 3.8795 13.8553
C 15.3492 9.7631 14.4890
Sb 14.8139 7.8664 15.5639
C 16.7942 6.8178 15.3012
C 14.0079 8.9676 18.2437
C 13.8088 10.2726 18.7233
C 14.8904 10.9583 19.3415
C 14.7403 12.2648 19.8164
C 13.4228 12.8489 19.8568
C 12.3669 12.1771 19.2158
C 12.4570 10.9136 18.6733
C 11.3582 10.2423 18.0709
Sb 11.4884 10.5634 15.6495
C 9.2968 10.5032 15.4763
C 12.1114 12.7198 15.2152
H 15.0145 10.5745 15.1291
H 14.8591 9.7886 13.4892
H 16.4165 9.7584 14.4285
H 16.9285 6.6519 14.2234
H 16.6356 5.7586 15.6257
H 17.6455 7.2361 15.8628
H 14.8891 8.5637 18.5219
H 13.2071 8.3848 17.7544
H 15.8897 10.5174 19.3926
H 15.5685 12.7911 20.2591
H 13.2671 13.8381 20.2966
H 11.3574 12.6258 19.2312
H 10.3552 10.6548 18.3033
H 11.4723 9.1486 18.1475
H 8.9296 11.4969 15.5905
H 8.9073 9.8781 16.2184
H 9.1422 10.1755 14.4213
H 13.0873 12.5688 14.6965
H 12.2534 13.1872 16.2005
H 11.3940 13.1883 14.5696
C 17.6282 6.8824 6.3953
Ge 16.4647 8.3883 6.9331
C 15.7155 9.5357 5.4741
C 17.4782 9.5514 8.0122
C 14.8548 7.5634 7.7970
Se 13.5571 8.7588 8.6942
C 12.1688 9.3052 7.4606
H 18.3644 7.1253 5.5971
H 17.0037 6.0284 6.1700
H 18.2899 6.6473 7.2331
H 16.4674 10.2004 5.0142
H 15.1154 10.1964 6.1438
H 15.0518 9.0974 4.7711
H 18.3136 8.9719 8.4278
H 16.8246 9.9767 8.7661
H 17.9780 10.2715 7.3450
H 15.0534 6.9490 8.6868
H 14.2324 7.0334 7.0500
H 11.9170 10.3723 7.6516
H 11.2881 8.7123 7.6528
H 12.4570 9.1588 6.3659
Cl 7.9343 4.4682 9.1902
C 8.6049 5.9824 8.3122
Cl 10.0726 5.6573 7.2173
C 9.0836 7.0790 9.2989
O 8.8430 8.2607 8.9538
O 9.5371 6.5813 10.3508
H 7.8619 6.2441 7.5551
*
```